Entry 1:
Molecular formula: C4H12N3O
Method: DFT, ωB97M-V/def2-TZVPD

Its total charge is +1. As for the energy above the lowest of the compared OMol25 structures with the same formula, charge and spin: 439.6 kJ/mol. As for the SMILES: CN1C[N@H+](C)[C@@H](N)O1. The calculation puts the LUMO energy at -2.9 eV.

```
20
Properties=species:S:1:pos:R:3:forces:R:3
C -1.4417 1.4356 1.3034 -3.2 -2.2 0.6
N -1.5926 0.1406 0.5196 -1.5 3.0 -1.9
C -1.1175 0.2785 -0.8504 0.1 -0.4 2.3
N 0.3237 -0.2560 -0.6891 -0.6 0.5 0.6
C 0.8669 -1.1132 -1.7345 2.7 -0.8 -1.1
C 0.3516 -0.9874 0.7557 -0.2 2.0 -0.3
N 1.1947 -0.1640 1.5589 -0.1 -0.5 0.3
O -1.0159 -0.9524 1.0372 0.7 -1.8 1.1
H -0.9427 2.2241 0.7837 1.3 0.3 0.0
H -2.5234 1.8507 1.4037 1.9 -0.8 0.4
H -1.0716 0.9489 2.2220 -0.2 1.7 0.2
H -1.6450 -0.4133 -1.4918 -0.1 0.3 -0.6
H -1.1960 1.3810 -0.9740 0.4 -1.1 -1.2
H 0.9291 0.5863 -0.6088 -0.2 -0.9 0.1
H 0.4335 -2.1590 -1.9106 -0.1 1.8 0.7
H 0.8351 -0.5003 -2.6952 0.4 -1.1 1.1
H 1.9653 -1.2996 -1.3253 -2.0 0.3 -1.5
H 0.6177 -2.0354 0.6700 0.5 0.1 -0.2
H 0.6595 0.5778 2.0194 0.6 -0.5 -0.2
H 1.7937 -0.6488 2.2327 -0.4 0.1 -0.4
```
Positions in Å, forces in eV/Å.


Entry 2:
Molecular formula: C4H12N3O
Method: DFT, ωB97M-V/def2-TZVPD

Its total charge is +1. As for the energy above the lowest of the compared OMol25 structures with the same formula, charge and spin: 319.0 kJ/mol. The calculation puts the LUMO energy at -2.9 eV.

```
20
Properties=species:S:1:pos:R:3:forces:R:3
C 2.1620 0.3201 0.0025 -0.1 -1.0 0.1
C -0.2655 1.2117 -1.4696 -1.0 3.6 2.3
C -2.2008 0.4598 0.8393 0.3 -1.1 1.6
C -0.0150 0.7152 -0.0274 -1.6 1.9 -1.6
N 3.1513 0.8831 0.0703 4.7 2.0 0.4
N 1.0798 -0.1547 -0.2246 -1.6 -1.8 -0.1
N 0.2704 -2.4682 0.3923 -1.6 2.1 -0.9
O -1.0063 -0.1414 0.4428 0.5 -0.2 0.1
H -1.0191 2.0331 -1.5753 0.2 -1.0 0.3
H -0.4928 0.3875 -1.9947 -1.2 -2.8 -2.2
H 0.5940 1.6603 -1.9097 1.1 0.2 0.0
H -3.0003 -0.1786 0.6301 -1.2 -1.2 -0.7
H -2.3593 1.3328 0.3446 -0.5 2.7 -1.4
H -2.2540 0.5970 1.9025 0.4 0.4 0.7
H 0.2256 1.5755 0.6189 -0.2 -0.4 0.3
H 3.9493 0.9616 0.6851 -0.3 0.2 0.0
H 0.6501 -1.2814 -0.1551 0.5 -1.2 0.8
H -0.6374 -2.5923 -0.0987 0.9 -0.4 0.9
H 0.1837 -2.2256 1.3827 -0.1 -0.6 -0.5
H 0.9841 -3.0953 0.1441 0.7 -1.4 0.0
```
Positions in Å, forces in eV/Å.


Entry 3:
Molecular formula: C4H12N3O
Method: DFT, ωB97M-V/def2-TZVPD

Its total charge is +1. As for the energy above the lowest of the compared OMol25 structures with the same formula, charge and spin: 446.6 kJ/mol. As for the SMILES: CC(C)(N=O)[C@H](N)[NH3+]. The calculation puts the LUMO energy at -5.3 eV.

```
20
Properties=species:S:1:pos:R:3:forces:R:3
C -0.2362 -1.7550 -0.9898 -4.5 -0.8 -0.4
C -0.7599 -0.5842 -0.1530 3.9 0.2 1.5
C -0.4195 -0.8950 1.3604 -2.2 2.4 -0.3
N -2.1414 -0.3310 -0.3507 -1.6 0.1 -0.1
O -2.5247 0.8005 -0.1104 -1.1 -1.3 -0.1
C 0.1193 0.7140 -0.5503 -0.2 -0.9 -0.9
N 1.5366 0.6648 -0.4598 1.3 -1.9 -2.0
N -0.4182 1.9364 0.1546 -0.5 -0.4 -2.0
H -0.6581 -1.5341 -1.9816 1.1 -0.4 -0.3
H 0.7817 -1.8638 -0.8547 2.1 -0.1 -0.3
H -0.7172 -2.7708 -0.7450 0.6 1.6 0.1
H -1.0250 -0.1427 1.9296 0.3 -0.8 0.1
H 0.6000 -0.6167 1.5843 0.4 -0.7 -0.1
H -0.7416 -1.8818 1.6328 0.2 -0.4 0.2
H 0.0342 0.8590 -1.6431 -1.0 0.2 0.5
H 1.8996 -0.0087 -1.2507 -0.7 2.0 2.1
H 1.9952 0.3961 0.4022 -0.3 -0.1 0.2
H -0.0926 1.9297 1.0935 0.9 0.9 0.9
H -1.4983 1.7204 0.2208 1.1 0.4 -0.4
H -0.1948 2.7289 -0.4872 0.0 -0.2 1.5
```
Positions in Å, forces in eV/Å.


Entry 4:
Molecular formula: C4H12N3O4
Method: DFT, ωB97M-V/def2-TZVPD

Its total charge is -1. The calculation puts the LUMO energy at 3.0 eV.

```
23
Properties=species:S:1:pos:R:3:forces:R:3
C 0.1031 -0.6981 -1.9831 0.1 0.4 -0.8
C -1.2996 -0.0705 -2.2536 -1.0 -1.1 0.4
N -2.3747 -0.6485 -1.4519 0.4 0.4 -0.1
H -0.0039 -1.5049 -1.2691 0.0 0.1 0.4
H 0.8532 0.0398 -1.6767 0.1 -0.1 0.3
H 0.4941 -1.1584 -2.8983 0.1 0.0 -0.1
H -1.2960 1.0165 -2.1081 0.3 0.2 0.0
H -1.5256 -0.2632 -3.3190 0.3 0.4 -0.3
H -2.5820 -1.5118 -1.9527 -0.2 -0.2 0.2
C 0.1229 -1.8389 1.9288 -0.2 0.0 0.1
N 1.4540 -2.2738 2.4238 -0.4 0.1 0.0
O 1.7027 -2.1283 3.6024 0.1 0.1 0.5
O 2.2163 -2.7518 1.6208 0.4 -0.2 -0.4
H -0.4370 -1.4381 2.7645 0.0 0.0 0.0
H 0.2802 -1.0837 1.1684 0.0 -0.1 -0.1
H -0.3712 -2.7095 1.5084 0.1 0.0 -0.1
C 0.1672 3.3272 0.4769 0.0 0.3 -0.1
N 0.6618 1.9436 0.6621 -0.1 0.2 -0.2
O 1.8450 1.7384 0.5094 0.6 0.0 0.0
O -0.1623 1.1141 0.9391 -0.4 -0.3 0.3
H 1.0084 3.9622 0.2252 0.0 0.0 0.0
H -0.5629 3.3023 -0.3276 -0.1 -0.1 0.1
H -0.2937 3.6355 1.4103 -0.1 0.0 0.0
```
Positions in Å, forces in eV/Å.


Entry 5:
Molecular formula: C4H12N3OS
Method: DFT, ωB97M-V/def2-TZVPD

Its total charge is +1. As for the energy above the lowest of the compared OMol25 structures with the same formula, charge and spin: 438.9 kJ/mol. The calculation puts the LUMO energy (spin up / spin down) at -6.7 / -6.7 eV.

```
21
Properties=species:S:1:pos:R:3:forces:R:3
C -2.4522 -0.6887 -1.3563 1.2 0.6 -1.2
C -3.2574 -0.2857 0.7310 -4.0 -2.1 2.7
C 2.5336 0.0950 -0.5457 2.6 -0.6 3.1
C 1.4054 -0.2266 0.2763 -3.2 -3.0 1.0
N 0.6120 2.0106 1.6252 -0.1 0.8 0.7
N 3.1449 -1.2342 -0.2756 0.8 3.1 1.7
N -2.2732 -0.2943 -0.1977 2.7 1.3 -0.3
O 0.2401 1.9382 -0.8966 -0.8 -1.4 1.3
S 0.2069 1.2479 0.3987 1.1 3.3 -1.8
H -1.6558 -0.3981 -2.0558 -0.5 -0.8 -0.2
H -3.3621 -1.1725 -1.6177 -0.8 -0.4 -0.7
H -2.9494 -0.7347 1.6804 0.2 -0.1 -0.1
H -4.2832 -0.7936 0.4706 1.8 0.6 0.0
H -3.5293 0.6979 1.0090 -0.1 1.3 0.1
H 2.2906 0.3922 -1.4821 -0.4 0.5 -3.1
H 3.0295 0.8722 0.0238 0.9 0.3 -0.6
H 1.5657 -0.4979 1.2995 0.3 0.4 0.6
H 0.8574 -1.0653 -0.1629 -0.6 0.5 0.0
H 0.7306 3.0831 1.7651 -0.7 -2.3 -0.8
H 3.1681 -1.8545 -1.0245 0.5 -1.1 -1.3
H 3.9777 -1.0909 0.3351 -0.9 -0.9 -1.2
```
Positions in Å, forces in eV/Å.


Entry 6:
Molecular formula: C4H12N3S
Method: DFT, ωB97M-V/def2-TZVPD

Its total charge is -1. As for the energy above the lowest of the compared OMol25 structures with the same formula, charge and spin: 174.8 kJ/mol. As for the SMILES: NCNC[C@H](N)C[S-]. The calculation puts the LUMO energy at 3.7 eV.

```
20
Properties=species:S:1:pos:R:3:forces:R:3
N 2.2867 2.5550 -0.7216 0.2 0.7 -0.1
C 1.1254 1.9917 -0.0279 0.9 0.0 -2.1
N 0.9193 0.5961 -0.2587 0.2 -1.3 1.5
C 0.1976 -0.1600 0.7791 -0.2 -0.8 -1.2
C -1.0967 -0.8140 0.2403 0.7 1.3 -0.2
N -1.9119 -1.1068 1.4038 -0.6 -0.8 0.4
C -0.8296 -1.9322 -0.7614 -0.8 -0.8 1.0
S -2.4029 -2.7843 -1.1740 0.2 0.1 -0.5
H 2.2567 2.4483 -1.7237 0.0 -0.2 0.0
H 3.2015 2.3131 -0.3741 -0.1 -0.5 0.1
H 0.3244 2.6004 -0.4678 -0.4 0.2 0.9
H 1.3565 2.1352 1.0208 -0.7 0.1 0.2
H 0.6721 0.1799 -1.1424 0.1 1.0 -0.5
H 0.8086 -1.0292 1.0482 0.2 0.3 0.8
H -0.1359 0.4604 1.6045 0.5 0.1 0.2
H -1.5723 -0.0186 -0.3232 -0.5 0.3 -0.1
H -1.8347 -2.1017 1.6173 0.3 0.0 0.0
H -2.8888 -1.0950 1.1286 0.0 0.2 -0.3
H -0.2132 -2.6840 -0.2544 0.3 0.1 -0.1
H -0.2627 -1.5542 -1.6135 -0.1 0.0 -0.2
```
Positions in Å, forces in eV/Å.


Entry 7:
Molecular formula: C4H12N4
Method: DFT, ωB97M-V/def2-TZVPD

Its total charge is 0. As for the energy above the lowest of the compared OMol25 structures with the same formula, charge and spin: 626.2 kJ/mol. The calculation puts the LUMO energy (spin up / spin down) at 0.0 / 0.0 eV.

```
20
Properties=species:S:1:pos:R:3:forces:R:3
C -1.1834 -1.0743 -1.2297 -0.2 0.3 -0.5
C 1.0934 -1.5944 0.9823 -0.7 -0.1 -0.4
N -0.6851 0.1468 -0.6022 -1.9 0.7 -1.2
C 0.9431 -0.1799 0.4506 4.2 1.5 1.2
N -1.6876 0.7552 0.1740 0.7 0.3 -0.5
C 1.1822 0.8693 1.3623 -1.0 -1.1 -0.9
H -2.0278 1.5925 -0.3021 -0.3 -0.2 0.1
H -1.2515 1.0599 1.0484 0.4 0.0 0.2
H -1.9983 -0.8429 -1.9183 0.0 -0.1 -0.1
H -0.3672 -1.5317 -1.7916 0.0 0.0 0.1
H -1.5802 -1.7682 -0.4825 0.3 0.3 0.0
H 1.9199 -1.6640 1.6926 -0.1 0.2 0.0
H 0.1726 -1.9086 1.4784 0.1 -0.1 0.1
H 1.3021 -2.2937 0.1697 -0.1 0.0 0.1
H 1.1456 1.8976 1.0255 0.6 0.0 0.0
H 1.6031 0.6485 2.3353 -0.8 0.1 0.3
N -0.1222 1.1693 -1.8821 0.7 -1.0 2.2
N 0.2205 2.2428 -1.4678 -1.5 0.0 -1.0
H -0.2048 2.5361 -0.5604 0.6 -0.5 0.4
H 1.5258 -0.0604 -0.4824 -1.1 -0.1 -0.1
```
Positions in Å, forces in eV/Å.


Entry 8:
Molecular formula: C4H12N4
Method: DFT, ωB97M-V/def2-TZVPD

Its total charge is 0. As for the energy above the lowest of the compared OMol25 structures with the same formula, charge and spin: 1137.4 kJ/mol. The calculation puts the LUMO energy at -1.2 eV.

```
20
Properties=species:S:1:pos:R:3:forces:R:3
C 2.6258 -0.7439 0.0409 -0.9 -2.3 3.6
C 0.3571 -0.1056 -0.3046 -3.6 4.7 -1.0
C -0.2389 2.2742 -0.5001 0.0 2.9 -1.6
C -1.4685 -0.1050 1.1093 4.3 5.2 -2.0
H 2.6702 -0.3587 1.1275 0.6 -0.3 -1.7
H 3.2371 -1.6730 -0.0603 -0.7 0.4 0.4
H 3.0753 -0.0889 -0.6226 0.0 1.7 -1.4
H 0.8613 -2.0818 0.2164 0.7 3.5 -1.5
H -1.0342 2.3069 -1.2775 0.0 -1.5 0.5
H 0.2057 3.2747 -0.9136 0.8 -1.9 0.7
H -0.6809 2.7499 0.3858 -0.1 -0.7 0.4
H -1.0619 1.1037 0.8842 -2.1 -3.4 1.8
H -0.7642 -0.2749 2.0434 -1.3 -1.0 -2.2
H -2.4903 0.0113 1.2693 -1.8 -0.6 0.1
H -2.1909 -1.8810 -2.3145 1.4 0.7 3.8
H -2.4860 -2.2869 0.5511 2.0 1.0 -3.4
N 1.1823 -1.0665 -0.1354 3.2 -5.2 0.7
N 0.6668 1.1712 -0.2638 0.5 -1.3 -0.7
N -1.0838 -0.4500 -0.4167 -0.8 -0.9 3.0
N -1.3819 -1.7759 -0.8189 -2.2 -1.0 0.6
```
Positions in Å, forces in eV/Å.


Entry 9:
Molecular formula: C4H12N4
Method: DFT, ωB97M-V/def2-TZVPD

The multiplicity is 2. Its total charge is +1. As for the energy above the lowest of the compared OMol25 structures with the same formula, charge and spin: 86.6 kJ/mol. The calculation puts the LUMO energy (spin up / spin down) at -4.3 / -8.0 eV.

```
20
Properties=species:S:1:pos:R:3:forces:R:3
C 0.7765 2.6294 -0.0240 0.7 3.0 -1.0
C 0.8019 1.7924 1.0603 2.1 -1.3 2.9
N 2.0336 1.2558 1.5567 -3.6 0.5 -2.7
N -0.3585 3.4730 -0.4159 1.6 -2.1 0.2
H 1.7852 2.9394 -0.4262 -1.0 -0.6 0.2
H -0.0771 1.7325 1.7370 0.6 -0.4 -0.7
H 2.7809 1.1833 0.8681 0.1 0.4 0.2
H 1.9564 0.3907 2.0775 -0.1 0.2 0.7
H -0.5158 3.2497 -1.4127 -0.4 0.2 0.4
H -0.0076 4.4322 -0.4077 0.0 0.0 -0.2
C 0.1911 -2.1570 -1.3770 0.2 0.3 -0.3
N -2.2996 -2.1105 0.1460 -0.4 1.0 -0.8
C -1.2064 -2.8918 0.3630 1.2 0.0 1.4
N 0.0042 -2.7781 -0.0646 -1.6 -0.6 -0.9
H -0.0444 -2.8999 -2.1847 0.1 0.6 0.7
H 1.2593 -1.9477 -1.4586 -0.1 0.1 -0.2
H -0.3603 -1.2091 -1.6327 0.2 -0.6 0.4
H -3.1129 -2.2426 0.7298 0.2 -0.1 -0.2
H -2.2151 -1.1670 -0.2624 0.0 -1.2 0.2
H -1.3912 -3.6746 1.1279 0.1 0.5 -0.3
```
Positions in Å, forces in eV/Å.


Entry 10:
Molecular formula: C4H12N4O8
Method: DFT, ωB97M-V/def2-TZVPD

Its total charge is 0. As for the energy above the lowest of the compared OMol25 structures with the same formula, charge and spin: 98.5 kJ/mol. As for the SMILES: C[N+](=O)[O-].C[N+](=O)[O-].C[N+](=O)[O-].C[N+](=O)[O-]. The calculation puts the LUMO energy at -0.4 eV.

```
28
Properties=species:S:1:pos:R:3:forces:R:3
C 1.3643 2.8399 -0.3307 -0.7 -0.2 0.4
N 2.0564 4.1243 -0.6318 -0.2 -0.2 0.0
O 2.0242 4.5261 -1.7729 -0.1 0.1 0.1
O 2.6529 4.6422 0.2903 -0.1 0.2 0.0
H 1.9204 2.3914 0.4858 0.3 -0.5 -0.5
H 1.1976 2.3096 -1.2618 0.6 -0.3 0.1
H 0.3628 2.9427 0.0981 0.1 0.9 -0.2
C -1.3443 1.5550 -3.1162 0.5 0.8 0.6
N -0.7144 2.8035 -3.6740 0.1 -0.7 -0.4
O -0.9895 3.8613 -3.1615 -0.1 0.2 0.2
O 0.0102 2.6466 -4.6361 0.0 0.2 0.0
H -0.6360 0.7450 -3.2253 -0.2 -0.1 -0.4
H -2.2863 1.4499 -3.6412 0.0 -0.3 0.0
H -1.4734 1.7515 -2.0554 -0.4 -0.1 -0.1
C -0.4918 -3.0542 4.3540 -0.5 1.0 0.5
N -0.8492 -4.1000 3.3796 -0.1 -0.3 1.1
O -1.9019 -3.9741 2.7984 -0.1 0.0 -0.6
O -0.1141 -5.0571 3.3371 0.3 -0.3 -0.5
H -0.6140 -3.4350 5.3654 0.3 -0.5 -0.1
H -1.2395 -2.2677 4.2745 0.3 0.1 -0.3
H 0.5210 -2.7065 4.1838 0.0 -0.1 0.0
C 0.3661 -2.2608 0.3965 0.0 -2.0 -1.5
N -0.2376 -1.5420 -0.7530 -0.8 -0.1 0.1
O -1.0036 -2.1632 -1.4420 -0.5 -0.7 -0.4
O 0.0156 -0.3807 -0.9456 0.8 1.0 0.4
H 1.4255 -2.0349 0.3975 -0.2 0.6 1.0
H 0.3100 -3.3026 0.0604 0.2 0.1 0.0
H -0.3315 -2.3104 1.2262 0.4 1.0 0.4
```
Positions in Å, forces in eV/Å.


Entry 11:
Molecular formula: C4H12N4O8
Method: DFT, ωB97M-V/def2-TZVPD

Its total charge is 0. As for the energy above the lowest of the compared OMol25 structures with the same formula, charge and spin: 38.8 kJ/mol. As for the SMILES: C[N+](=O)[O-].C[N+](=O)[O-].C[N+](=O)[O-].C[N+](=O)[O-]. The calculation puts the LUMO energy at -0.5 eV.

```
28
Properties=species:S:1:pos:R:3:forces:R:3
C -1.9713 0.0780 3.3155 0.2 0.3 -0.3
N -0.9983 -0.3849 2.2787 -0.4 -0.1 -0.3
O -0.7952 0.3315 1.3139 0.1 0.1 0.2
O -0.5240 -1.4899 2.4283 0.1 0.1 0.1
H -1.5074 -0.0845 4.2811 -0.2 -0.2 0.1
H -2.8642 -0.5148 3.1428 0.0 -0.1 0.3
H -2.1812 1.1275 3.1467 0.1 0.0 -0.1
C 0.3667 2.6972 -1.5102 -0.2 -0.3 0.1
N 0.1706 2.4034 -2.9568 -0.2 0.3 -0.1
O -0.1773 3.3240 -3.6674 0.1 -0.1 0.1
O 0.3175 1.2540 -3.3132 0.1 0.0 -0.1
H 1.0000 1.9135 -1.1108 0.1 0.1 0.0
H -0.6179 2.6249 -1.0509 0.0 0.0 0.0
H 0.7485 3.7033 -1.3973 0.1 0.0 -0.1
C -0.7189 -1.1200 -1.6288 -0.8 0.7 0.0
N -1.8262 -2.1084 -1.4940 0.2 -0.3 -0.4
O -2.9685 -1.7004 -1.4630 -0.1 0.1 0.1
O -1.5029 -3.2786 -1.4574 -0.1 0.1 0.1
H -0.2869 -1.1986 -2.6195 0.4 -0.5 0.2
H -0.0673 -1.2879 -0.7847 0.4 -0.1 -0.2
H -1.1684 -0.1315 -1.6035 -0.1 -0.1 0.3
C 2.3856 -0.3406 1.1873 0.0 1.0 0.0
N 2.6740 -1.5986 0.4687 -0.1 -0.3 0.3
O 3.1268 -2.5058 1.1348 0.0 0.1 -0.1
O 2.4266 -1.6467 -0.7176 0.1 0.0 -0.1
H 1.7530 -0.5339 2.0424 0.0 -0.4 0.1
H 1.8888 0.3543 0.5189 0.0 -0.2 -0.1
H 3.3177 0.1137 1.5160 0.1 -0.3 0.0
```
Positions in Å, forces in eV/Å.


Entry 12:
Molecular formula: C4H12NO
Method: DFT, ωB97M-V/def2-TZVPD

Its total charge is -1. As for the energy above the lowest of the compared OMol25 structures with the same formula, charge and spin: 49.9 kJ/mol. The calculation puts the LUMO energy at 4.4 eV.

```
18
Properties=species:S:1:pos:R:3:forces:R:3
C 1.8877 -0.6912 -0.1983 -0.5 -0.2 -0.1
C 1.0178 -1.3313 0.9398 -0.6 1.8 -0.7
C 0.4163 -0.2508 1.8885 -0.7 -1.4 0.9
H 1.2073 -0.1443 -0.9348 0.8 -0.5 1.3
H 2.4035 -1.5065 -0.7179 0.2 0.0 -0.1
H 2.6621 -0.0069 0.2265 -0.5 -0.4 -0.3
H 1.6097 -2.0084 1.5490 0.1 -0.3 0.0
H 0.1419 -1.8517 0.4819 0.8 0.2 0.3
H -0.0676 -0.8215 2.7337 0.0 0.5 -0.6
H 1.1680 0.3250 2.4170 0.5 0.4 -0.2
H -0.3280 0.3970 1.3957 0.6 -0.4 0.0
N -2.6659 1.1085 -1.3920 -1.0 0.1 0.3
C -1.2086 1.3647 -1.4842 0.3 -0.4 -0.8
O -0.5188 0.5769 -0.6740 0.1 0.5 0.2
H -2.7781 0.8393 -0.3940 0.0 0.1 -1.0
H -2.9223 0.2948 -1.9424 0.2 -0.2 0.2
H -0.8623 1.2464 -2.5670 -0.7 0.1 0.2
H -1.1625 2.4598 -1.3276 0.4 0.3 0.4
```
Positions in Å, forces in eV/Å.